Entry 1:
# C25H52F2INO13

A 7-piece molecular cluster, C25H52F2INO13 overall at a distorted geometry (the ωB97M-V functional and the def2-TZVPD basis, OMol25).

As for the frontier orbital gap: 9.5051 eV. Its multiplicity is 1. The calculation puts the maximum force at 3.030 eV/A. The electronic energy comes out at -2513.98393 a.u. Its SMILES is CC[C@@H](I)[C@]1(N(C(=O)F)C(=O)F)OC(=O)O[C@@H]1CCCCOC=O.CCO.CCO.CCO.CCO.CCO.CCO.

Cartesian coordinates (Å):
I1 -3.83 1.65 -2.40
F1 -0.53 4.35 0.70
F2 -2.91 3.48 0.24
O1 3.23 -6.47 1.97
O2 -1.29 -1.84 2.02
O3 -2.54 -4.43 3.87
O4 -5.53 5.57 0.48
O5 2.67 -4.53 -0.40
O6 0.13 2.62 -3.35
O7 -1.23 4.29 -4.10
O8 -2.65 1.75 1.56
O9 1.94 -1.70 -2.96
O10 0.55 9.80 -0.20
O11 -1.46 3.42 -2.01
O12 1.44 -2.92 -4.77
O13 1.09 2.90 0.99
N1 -0.94 2.19 0.05
C1 -5.21 6.82 -0.13
C2 0.48 2.37 -1.98
C3 2.44 1.08 -2.95
C4 -0.70 -0.96 2.97
C5 1.59 1.37 -1.71
C6 -2.23 2.43 0.66
C7 2.48 -4.97 -1.74
C8 -1.78 1.04 -2.01
C9 1.26 -5.86 -1.86
C10 -0.24 -1.72 4.20
C11 -0.90 3.52 -3.23
C12 -1.94 -5.25 2.87
C13 -0.60 -1.01 -1.04
C14 4.40 -6.51 4.10
C15 3.89 -5.67 2.95
C16 -2.33 -6.71 3.05
C17 0.01 7.49 0.34
C18 0.29 8.89 0.86
C19 -1.89 -0.20 -1.15
C20 -4.39 6.64 -1.39
C21 3.33 -1.34 -3.05
C22 -0.92 2.20 -1.40
C23 -0.02 3.13 0.60
C24 3.57 0.11 -2.62
C25 1.38 -1.88 -4.18
H1 -0.17 6.79 1.15
H2 0.85 -1.04 -4.63
H3 1.17 8.89 1.50
H4 3.78 0.12 -1.55
H5 -3.41 -6.82 3.00
H6 -0.22 9.83 -0.76
H7 4.72 -5.17 2.44
H8 2.26 1.85 -1.02
H9 4.91 -5.89 4.84
H10 4.47 0.46 -3.10
H11 -1.08 -2.21 4.67
H12 -0.01 -0.88 -1.94
H13 5.08 -7.27 3.74
H14 -0.03 -0.61 -0.21
H15 2.48 -6.90 2.40
H16 -4.94 6.02 -2.11
H17 -2.63 -0.83 -1.61
H18 -1.88 -7.33 2.27
H19 -3.45 6.13 -1.18
H20 -0.56 9.25 1.45
H21 -1.42 -0.18 3.25
H22 -6.16 7.31 -0.35
H23 -4.71 5.13 0.69
H24 1.84 0.77 -3.79
H25 0.23 -1.05 4.93
H26 3.20 -4.90 3.31
H27 0.48 -2.49 3.92
H28 -0.85 -5.13 2.91
H29 -2.26 -0.02 -0.15
H30 2.91 2.02 -3.19
H31 -2.05 -2.26 2.46
H32 -0.86 7.49 -0.32
H33 3.87 -1.99 -2.38
H34 3.38 -5.50 -2.07
H35 0.15 -0.48 2.48
H36 3.57 -7.02 4.60
H37 -0.77 -2.05 -0.86
H38 3.72 -1.51 -4.04
H39 1.27 0.46 -1.22
H40 2.36 -4.08 -2.35
H41 -4.17 7.60 -1.86
H42 0.90 3.33 -1.70
H43 -2.23 -4.74 4.72
H44 2.79 -5.31 0.16
H45 -2.28 -4.89 1.90
H46 1.37 -6.75 -1.23
H47 -4.66 7.44 0.59
H48 0.86 7.13 -0.25
H49 0.37 -5.33 -1.53
H50 1.11 -6.19 -2.89
H51 -1.39 0.76 -2.97
H52 -2.00 -7.08 4.02

These are the Löwdin partial charges, in e, on atoms 1 to 2: number 1, I, carries 1.022; number 2, F, carries 0.171

Entry 2:
# C25H53BFO17P3

A 3-piece molecular cluster, C25H53BFO17P3 overall at a distorted geometry (the ωB97M-V functional and the def2-TZVPD basis, OMol25).

As for the frontier orbital gap: 8.3588 eV. Its multiplicity is 1. The calculation puts the maximum force at 7.900 eV/A. The electronic energy comes out at -3412.23546 a.u. Its SMILES is CCOCC[C@]1(CCCCCCCCOC(C)=O)[C@](F)(B(O)OC)OC(=O)[C@@]1(O)[PH2]=O.COP(=O)(OC)OC.COP(=O)(OC)OC.

Cartesian coordinates (Å):
P1 1.51 -2.56 3.62
P2 -6.48 0.39 -1.44
P3 -3.37 6.42 -4.70
F1 3.77 0.91 1.22
O1 -1.67 -2.88 0.14
O2 -0.73 -4.33 1.58
O3 -5.37 1.55 -1.00
O4 3.44 -1.57 5.14
O5 -7.49 -0.93 -1.35
O6 1.36 0.25 4.88
O7 -4.11 6.05 -3.26
O8 0.29 -1.88 3.13
O9 -7.44 1.32 -2.13
O10 2.50 0.85 3.02
O11 -5.45 -0.29 -2.49
O12 5.69 2.16 2.53
O13 -3.92 7.77 -5.01
O14 -2.08 6.34 -5.73
O15 -4.12 5.23 -5.51
O16 5.34 -3.92 2.22
O17 4.89 1.34 4.64
C1 5.41 -3.12 3.39
C2 3.94 -1.12 2.65
C3 3.95 -5.44 0.96
C4 3.77 0.41 2.52
C5 -8.34 -1.16 -2.47
C6 0.28 -0.79 -1.33
C7 4.54 -5.07 2.34
C8 1.76 -0.44 -1.53
C9 -1.20 7.47 -5.77
C10 4.12 -1.31 -1.20
C11 3.49 -1.70 1.28
C12 4.61 -1.69 0.22
C13 -4.19 3.92 -4.94
C14 2.92 -1.34 3.83
C15 5.31 -1.62 3.12
C16 -5.86 2.73 -0.35
C17 0.11 -1.29 0.12
C18 -4.91 -1.60 -2.20
C19 5.12 3.49 2.41
C20 2.15 0.00 4.02
C21 -1.34 -1.50 0.54
C22 -2.89 -3.53 2.20
C23 -5.47 6.46 -3.12
C24 2.66 -1.70 -1.51
C25 -1.67 -3.62 1.30
B1 4.86 1.36 3.26
H1 -0.38 0.06 -1.51
H2 6.40 -3.27 3.83
H3 -5.90 5.88 -2.31
H4 -5.42 -2.33 -2.82
H5 -7.81 -1.01 -3.41
H6 5.19 -2.61 0.16
H7 6.09 -1.39 2.39
H8 -3.85 -1.60 -2.45
H9 -1.36 -1.42 1.62
H10 0.02 -1.61 -2.00
H11 -8.67 -2.20 -2.41
H12 2.60 -1.17 0.97
H13 -3.11 -2.50 2.49
H14 5.32 -0.93 0.53
H15 1.88 -3.67 2.84
H16 -9.21 -0.51 -2.43
H17 5.11 -5.92 2.73
H18 -3.73 -4.00 1.69
H19 -1.57 8.18 -6.51
H20 -6.12 3.47 -1.11
H21 4.66 2.19 5.02
H22 4.71 -3.47 4.16
H23 5.35 4.05 3.32
H24 4.54 -6.23 0.50
H25 -2.65 -4.10 3.09
H26 -3.47 3.78 -4.14
H27 -0.22 7.11 -6.08
H28 3.29 -2.47 5.42
H29 3.95 -4.56 0.32
H30 4.04 3.40 2.25
H31 -5.07 3.13 0.28
H32 -5.03 -1.86 -1.15
H33 0.59 -2.26 0.23
H34 3.19 -2.74 1.44
H35 -2.03 -0.79 0.08
H36 5.58 3.95 1.54
H37 2.10 0.27 -0.76
H38 0.61 -0.56 0.76
H39 1.25 -3.02 4.93
H40 -6.03 6.26 -4.04
H41 4.74 -1.87 -1.91
H42 -5.19 3.75 -4.55
H43 2.26 -2.46 -0.84
H44 5.63 -1.13 4.04
H45 -3.99 3.19 -5.73
H46 2.61 -2.11 -2.52
H47 1.93 0.06 -2.49
H48 2.91 -5.74 1.08
H49 3.69 -4.94 3.02
H50 -5.52 7.52 -2.87
H51 -6.73 2.52 0.27
H52 4.32 -0.26 -1.42
H53 -1.11 7.95 -4.80

These are the Löwdin partial charges, in e, on atoms 1 to 2: number 1, P, carries 0.847; number 2, P, carries 0.610

Which formula does entry 2 have?
C25H53BFO17P3

Which of these has the lowest electronic energy?
C25H53BFO17P3

Number 1 is which compound?
C25H52F2INO13

Which of these has the highest electronic energy?
C25H52F2INO13